12
Properties=species:S:1:pos:R:3 method="wB97M-V/def2-TZVPD" gap_ev=10.47 charge=+1 homo_ha=-0.5460 e_above_lowest_kcal_mol=15.21 energy_ha=-662.76273 fmax_ev_per_a=4.032
S -0.535 0.734 -2.726
N -0.136 0.064 -0.368
N 0.854 -0.432 0.809
C -1.684 1.147 -1.483
C -1.355 0.678 -0.218
C 0.363 -0.139 -1.564
C 0.795 0.193 1.876
H -1.791 0.731 0.774
H 1.661 -0.151 2.456
H -2.375 1.992 -1.816
H 0.172 0.803 2.533
H 1.185 -0.741 -1.825